ORCA calculation (wB97M-V/def2-TZVPD) on a cluster of 2 separate species, C2H8OS2 in total at a distorted geometry.

Geometry as XYZ:
```
13
Properties=species:S:1:pos:R:3:forces:R:3
C 4.157529 1.732025 2.074941 1.009 2.695 -1.381
S 2.510699 0.977771 1.977383 0.769 -0.998 -0.352
S 3.060961 -0.859140 1.101428 -1.199 0.290 -1.027
H 4.257914 2.253151 3.040276 -0.073 -0.627 -0.058
H 4.217260 2.658883 1.333086 -0.063 -2.118 1.117
H 5.061577 1.081840 1.892612 -1.371 0.430 0.230
H 2.327208 -0.850998 -0.120837 0.928 0.328 1.470
C -3.934408 -1.166299 -2.103520 -0.464 1.189 1.864
O -5.241493 -0.586232 -1.637530 2.068 0.340 -1.936
H -3.186153 -0.861721 -1.288865 -0.651 -0.551 -1.528
H -4.105945 -2.227579 -2.083526 0.464 -0.583 -0.132
H -3.608295 -0.879505 -3.123572 -0.576 0.296 0.780
H -5.516852 -1.272197 -1.061879 -0.840 -0.691 0.954
```
Positions in Å, forces in eV/Å.

Summary:
Net charge: 0
Energy above the lowest of the compared OMol25 structures with the same formula, charge and spin: 38.2 kcal per mole
Orbital gap: 9.1 eV
SMILES: CSS.CO